[1]
The following is a DFT calculation (the ωB97M-V functional and the def2-TZVPD basis) of a molecular structure, C29H37CaN2OPS3.

Geometry as ORCA input:
```
! wB97M-V def2-TZVPD RIJCOSX def2/J DEFGRID3
* xyz 0 1
Ca -0.62590 0.98662 -0.54108
C -1.28711 5.02239 -0.96110
C -2.70224 4.79812 -0.47485
S -3.25985 3.03818 -0.52269
C -3.92154 2.76629 1.13046
C -2.92614 2.91967 2.27563
S -1.48621 1.82980 2.18291
C -0.09219 2.99061 2.32464
C -0.02095 4.08099 1.27386
S 0.06914 3.57065 -0.48697
H -1.24872 4.99505 -2.05352
H -0.97611 6.02285 -0.65009
H -2.81606 5.09530 0.56878
H -3.46753 5.34266 -1.03388
H -4.76671 3.43624 1.30841
H -4.32877 1.75269 1.11045
H -2.55606 3.94314 2.32503
H -3.44901 2.72938 3.21543
H -0.10892 3.42966 3.32474
H 0.76823 2.32921 2.21126
H -0.85748 4.76901 1.37776
H 0.87881 4.65791 1.49695
O -4.21648 0.18004 -1.21420
N -3.11250 -0.64792 -1.07187
C -3.53064 -1.80754 -0.73537
C -2.77544 -3.07410 -0.55619
C -3.62971 -4.18107 -0.51466
C -3.14053 -5.47284 -0.41151
C -1.77201 -5.67590 -0.34804
C -0.91970 -4.58365 -0.37372
C -1.39411 -3.27637 -0.46734
P -0.15326 -1.92872 -0.41843
C 0.87897 -2.29393 -1.88300
C 2.23110 -1.96079 -1.89596
C 2.97916 -2.10731 -3.05465
C 2.38491 -2.57942 -4.21478
C 1.03472 -2.89959 -4.21447
C 0.28621 -2.75523 -3.05705
C 0.88358 -2.33961 1.01804
C 1.97370 -3.20757 0.97560
C 2.72828 -3.43968 2.11377
C 2.39806 -2.80911 3.30610
C 1.31793 -1.94326 3.35707
C 0.56940 -1.70188 2.21449
H -3.85498 1.04928 -1.43696
H -4.60929 -1.91113 -0.62208
H -4.69749 -4.02258 -0.57493
H -3.82610 -6.30891 -0.38435
H -1.36325 -6.67464 -0.27275
H 0.14747 -4.74839 -0.31451
H 2.71024 -1.56662 -1.00929
H 4.02658 -1.83717 -3.04461
H 2.96841 -2.69198 -5.11863
H 0.56093 -3.26161 -5.11658
H -0.76552 -3.01551 -3.07565
H 2.25437 -3.68802 0.04789
H 3.57854 -4.10649 2.06589
H 2.99451 -2.98415 4.19162
H 1.06571 -1.43462 4.27767
H -0.25409 -0.99591 2.26800
C 3.19816 1.91693 -1.42663
C 2.63959 1.99509 0.00304
C 3.13091 3.31031 0.63126
C 3.23031 0.84632 0.82720
N 1.20082 1.88099 -0.00582
H 4.29266 1.94166 -1.46665
H 2.81379 2.74910 -2.01745
H 2.85864 0.99099 -1.90011
H 4.22028 3.39316 0.59722
H 2.82996 3.36761 1.67931
H 2.70701 4.16705 0.10703
H 4.31939 0.78402 0.74437
H 2.80786 -0.11059 0.50722
H 2.97430 0.96480 1.88332
*
```

Properties
M in g mol⁻¹: 596.9
Total energy in eV: -95931.4682

The Mulliken scheme yields these atomic charges, measured in e:
1. Ca 0.786
2. C -1.290
3. C -0.522
4. S -0.276
5. C -0.577
6. C -0.873
7. S -0.060
8. C -0.123
9. C -0.996
10. S 0.085
11. H 0.408
12. H 0.389
13. H 0.302
14. H 0.545
15. H 0.455
16. H 0.338
17. H 0.333
18. H 0.511
19. H 0.700
20. H -0.359
21. H 0.582
22. H 0.518
23. O -0.503
24. N 0.082
25. C -0.731
26. C 1.134
27. C -1.017
28. C -0.666
29. C -0.846
30. C -0.454
31. C 0.418
32. P 0.624
33. C 0.946
34. C -0.169
35. C -0.810
36. C -0.618
37. C -0.715
38. C -0.755
39. C 0.823
40. C 0.093
41. C -0.903
42. C -0.568
43. C -0.617
44. C -0.573
45. H 0.353
46. H 0.301
47. H 0.355
48. H 0.407
49. H 0.431
50. H 0.332
51. H 0.129
52. H 0.432
53. H 0.390
54. H 0.427
55. H 0.399
56. H 0.370
57. H 0.416
58. H 0.401
59. H 0.439
60. H 0.281
61. C -1.721
62. C 1.384
63. C -1.951
64. C -1.401
65. N -0.151
66. H 0.410
67. H 0.307
68. H 0.250
69. H 0.509
70. H 0.318
71. H 0.340
72. H 0.399
73. H 0.041
74. H 0.357

***

[2]
The following is a DFT calculation (the ωB97M-V functional and the def2-TZVPD basis) of 11 unconnected molecules or ions with the total composition H22O11.

Geometry as ORCA input:
```
! wB97M-V def2-TZVPD RIJCOSX def2/J DEFGRID3
* xyz 0 1
O -1.24625 0.37916 -3.69839
H -0.30942 0.35042 -3.50408
H -1.39118 1.25673 -4.05206
O 0.72006 -1.44814 -2.27950
H -0.22363 -1.29082 -2.24880
H 1.10728 -0.57457 -2.33582
O 1.48766 1.24386 -2.35542
H 2.06556 1.45515 -1.62219
H 1.86162 1.71587 -3.09946
O 0.89961 2.61986 2.22920
H 1.74590 2.18923 2.35000
H 0.43602 2.06603 1.60105
O -1.96093 -1.22833 2.39344
H -2.83784 -1.45325 2.08252
H -1.38348 -1.85428 1.95644
O -1.29658 3.08536 -1.55197
H -2.02313 2.75283 -2.07902
H -0.87881 2.30071 -1.19697
O 0.16161 -2.95544 1.67934
H 0.84314 -2.79115 1.02761
H -0.33369 -3.69506 1.32741
O -0.05208 0.54118 0.14967
H -0.26151 -0.00819 -0.60569
H 0.15001 -0.07987 0.84944
O 0.54185 -0.06082 3.07552
H -0.36905 -0.34276 2.99181
H 0.67149 0.05563 4.01672
O 2.87271 0.69066 2.15593
H 3.55091 0.06959 2.42154
H 2.07752 0.37611 2.58599
O -1.93377 -1.51273 -1.45283
H -2.64392 -1.56216 -0.81292
H -2.04776 -2.29090 -1.99843
*
```

Properties
M in g mol⁻¹: 198.2
Total energy in eV: -22879.9206
Structure (SMILES): O.O.O.O.O.O.O.O.O.O.O
ΔE to the lowest compared entry with this formula, charge and spin in kcal/mol: 36.7

The natural (NBO) scheme yields these atomic charges, measured in e:
1. O -0.948
2. H 0.474
3. H 0.469
4. O -0.979
5. H 0.474
6. H 0.484
7. O -0.966
8. H 0.502
9. H 0.483
10. O -0.963
11. H 0.476
12. H 0.477
13. O -0.973
14. H 0.476
15. H 0.491
16. O -0.943
17. H 0.459
18. H 0.484
19. O -0.950
20. H 0.492
21. H 0.475
22. O -0.972
23. H 0.485
24. H 0.481
25. O -0.983
26. H 0.514
27. H 0.487
28. O -0.979
29. H 0.470
30. H 0.490
31. O -0.952
32. H 0.482
33. H 0.480

***

[3]
The following is a DFT calculation (the ωB97M-V functional and the def2-TZVPD basis) of a molecular structure, C11H19InN2O10.

Geometry as ORCA input:
```
! wB97M-V def2-TZVPD RIJCOSX def2/J DEFGRID3
* xyz -2 1
In -0.44865 -0.35189 -2.25782
C -0.15284 2.40238 -2.67217
O -1.11577 1.70913 -2.97425
O 0.61558 1.68645 -1.97012
O 0.20517 3.09749 -3.64023
C -0.03990 -0.48084 -4.97543
O 0.54748 0.15589 -5.83748
O 0.57140 -1.16110 -4.10956
O -1.17624 -0.06894 -4.61989
N -3.43744 -0.32703 -0.96741
O -2.31164 -0.43685 -1.49025
O -3.55753 -0.05061 0.20695
O -4.41753 -0.55901 -1.71037
C -1.39642 1.23272 -0.06393
C -0.34019 0.80858 0.95780
C -1.17261 0.05966 2.05969
C -0.29591 -0.70244 2.91724
C 0.36137 -1.80123 2.10058
C 1.37444 -1.16874 1.09143
N 0.54922 -0.16669 0.30579
O 1.16193 0.26597 -0.84121
C 2.66875 -0.64461 1.77433
C 1.84793 -2.30097 0.16678
C 0.33715 2.06178 1.59001
H -2.09306 0.41202 -0.23491
H -0.98566 1.46238 -1.04711
H -2.07178 2.06567 0.13148
H -1.78967 0.73853 2.64832
H -1.93748 -0.59575 1.64318
H -0.78798 -1.24341 3.72553
H 0.46927 -0.20441 3.51269
H -0.39459 -2.31765 1.50903
H 0.92261 -2.46652 2.75669
H 3.45178 -0.45523 1.04010
H 2.55296 0.27021 2.35553
H 3.04963 -1.33473 2.52717
H 1.07841 -2.44375 -0.59186
H 2.72738 -1.96933 -0.38522
H 2.04248 -3.23391 0.69581
H -0.20764 2.99693 1.46042
H 1.29572 2.12720 1.07526
H 0.48914 2.03046 2.66890
H 1.81071 0.90217 -0.53150
*
```

Properties
M in g mol⁻¹: 454.1
Total energy in eV: -40331.3730
ΔE to the lowest compared entry with this formula, charge and spin in kcal/mol: 105.8

The Mulliken scheme yields these atomic charges, measured in e:
1. In 1.464
2. C 0.402
3. O -0.664
4. O -0.640
5. O -0.768
6. C 0.802
7. O -0.732
8. O -0.739
9. O -0.726
10. N 0.800
11. O -0.414
12. O -0.621
13. O -0.703
14. C -4.333
15. C 2.071
16. C -1.285
17. C -0.589
18. C -1.200
19. C 1.302
20. N 0.814
21. O -0.502
22. C -1.792
23. C -1.722
24. C -1.684
25. H 0.993
26. H 1.834
27. H 0.715
28. H 0.239
29. H 0.393
30. H 0.402
31. H 0.335
32. H 0.297
33. H 0.517
34. H 0.429
35. H 0.372
36. H 0.406
37. H 0.225
38. H 0.393
39. H 0.396
40. H 0.424
41. H 0.277
42. H 0.359
43. H 0.454

***

So what do the calculations give for LUMO energy? Going down the list: -0.29 -0.19 4.14 eV.
So what do the calculations give for Kohn-Sham gap? Going down the list: 4.70 9.72 4.18 eV.
So what do the calculations give for maximum force? Going down the list: 0.7 1.0 9.2 eV Å⁻¹.